1.
Computed, not measured: a 4-piece molecular cluster, C2H12N2O3 overall in a non-equilibrium geometry, with ωB97M-V/def2-TZVPD.

The geometry in XYZ format:
```
19
C2H12N2O3 | the OMol25 dataset | ωB97M-V/def2-TZVPD
H 0.73700 0.67330 2.27318
N 0.76904 0.62698 1.30056
C 1.72154 1.28028 0.76829
N 1.48423 1.99508 -0.39287
C 2.63726 2.49289 -1.25263
H 2.55303 1.77034 1.38546
H 0.77056 1.72974 -1.04594
H 3.62009 2.24736 -0.65945
H 2.42942 3.62058 -1.27934
H 2.70952 1.95904 -2.21849
O -3.12975 -3.36798 -0.36049
H -3.96990 -3.73785 -0.20539
H -3.08516 -3.06474 0.57190
O -0.79230 0.31273 -1.86099
H -1.47748 -0.26988 -2.10543
H -0.91399 0.36425 -0.90232
O -1.49555 -2.19040 1.91554
H -1.26238 -1.64886 1.18037
H -0.69565 -2.67139 2.00530
```

## Properties
ΔE to the lowest compared entry with this formula, charge and spin   1.789 eV
E_tot   -11389.960 eV
Structure (SMILES)   [H]/N=C/NC.O.O.O
Maximum force   3.22 eV Å⁻¹

=====

2.
Computed, not measured: one molecule with the formula C5H3NO2 in a non-equilibrium geometry, with ωB97M-V/def2-TZVPD.

The geometry in XYZ format:
```
11
C5H3NO2 | the OMol25 dataset | ωB97M-V/def2-TZVPD
O -2.03796 0.72182 0.31099
C -0.96451 0.25148 -0.21886
C -0.70040 -0.70794 -1.33950
C 0.44028 -1.30843 -1.19010
C 1.53205 -0.94862 -0.25679
N 1.54811 -0.10545 0.72270
C 0.27066 0.62491 0.61400
O 0.06691 1.54950 1.39565
H -1.44158 -0.87435 -2.25038
H 0.57577 -2.27160 -1.89311
H 2.32892 -1.75494 -0.22103
```

## Properties
ΔE to the lowest compared entry with this formula, charge and spin   1.957 eV
E_tot   -10815.457 eV
Structure (SMILES)   O=C1C=CC=NC1=O
Maximum force   5.92 eV Å⁻¹

=====

3.
Computed, not measured: C29H48Cl2CoN3O4SiTe as an isolated structure in a non-equilibrium geometry, with ωB97M-V/def2-TZVPD.

The geometry in XYZ format:
```
89
C29H48Cl2CoN3O4SiTe | the OMol25 dataset | ωB97M-V/def2-TZVPD
C -2.68383 0.46472 -7.50328
C -1.71649 1.46659 -8.04614
H -3.37192 0.93307 -6.77982
H -2.14887 -0.33304 -6.97523
H -3.29573 0.03635 -8.31299
C -2.08073 2.31431 -9.02600
C -3.47849 2.41356 -9.54467
H -1.36282 2.96139 -9.53320
H -4.20351 2.69696 -8.76168
H -3.83336 1.47706 -10.00370
H -3.51160 3.18668 -10.32256
Co 1.26284 1.68612 -0.63375
Cl 1.27925 -0.21001 -1.96348
C 3.94999 1.74166 -1.58299
O 2.98831 2.44622 -1.13107
N 5.07711 2.31720 -1.98598
C 5.27367 3.74321 -1.78918
C 6.00685 1.58373 -2.83819
H 3.90222 0.64297 -1.66441
H 5.12982 4.00340 -0.73536
H 4.58697 4.33744 -2.40438
H 6.29901 3.95495 -2.09055
H 6.01925 0.53068 -2.52463
H 6.99662 2.04001 -2.72988
H 5.70693 1.63513 -3.89979
H 2.87480 0.55412 3.50248
H 0.43248 -1.88808 3.87634
C 1.86678 0.83932 3.83332
C 0.02606 -0.86511 3.89223
N 0.86475 0.05400 3.13421
H 1.72089 1.90828 3.62981
C 0.82059 0.14002 1.81036
O 1.58384 0.94818 1.21006
H -0.98855 -0.89758 3.47026
H 0.09721 -0.52009 1.29085
H 1.73844 0.63377 4.89729
H -0.01222 -0.50581 4.92468
H -4.14272 -0.17187 0.27303
H -2.84749 1.53147 -2.41207
C -4.01315 0.89852 0.48588
C -3.24250 2.11157 -1.56262
N -2.91919 1.47191 -0.28936
H -3.80929 1.02435 1.55485
C -1.66283 1.40393 0.15942
O -0.69205 1.97634 -0.41572
H -2.84817 3.13710 -1.59251
H -1.53992 0.81012 1.08456
H -4.93095 1.42624 0.21729
H -4.33348 2.14815 -1.62929
O -0.63502 2.13386 -6.04360
C -0.38376 1.55680 -7.32761
C 0.56727 3.68095 -8.32709
C 0.71463 2.32007 -8.05757
H -0.37337 4.18123 -8.06337
C 1.62264 4.40411 -8.90432
H -0.06404 0.52374 -7.14306
C 1.89819 1.65416 -8.41967
H 1.50997 5.47865 -9.06919
C 2.81636 3.74622 -9.22915
C 2.94252 2.37008 -9.01059
H 1.97556 0.58401 -8.21174
H 3.65592 4.31129 -9.64641
H 3.87336 1.85054 -9.27250
Si 0.35635 2.71224 -4.82782
Cl -0.98501 -0.27960 -4.70369
C 0.31779 4.58879 -5.21637
C 2.07344 2.00865 -4.80898
C -0.43353 2.73065 -3.15434
H 1.08076 4.90639 -5.93942
H 0.45213 5.17626 -4.29671
H -0.66785 4.85210 -5.63124
H -1.31686 3.38014 -3.15933
H 0.28226 3.14680 -2.42482
H -0.71518 1.71018 -2.87256
H 2.57416 2.00677 -5.79072
H 2.06111 0.97999 -4.41567
H 2.67423 2.62807 -4.12320
Te -0.95232 -1.43334 -2.29245
C -0.69476 -2.47190 -0.42834
C -1.83003 -2.69883 0.36953
C -1.65523 -3.32787 1.61529
C -0.37905 -3.72865 2.03078
C 0.73889 -3.50393 1.21440
C 0.57673 -2.91944 -0.05120
H -2.80758 -2.37554 0.00738
H -2.51582 -3.50009 2.27453
H -0.24739 -4.18708 3.01852
H 1.73395 -3.79006 1.56771
H 1.40689 -2.77654 -0.74203
```

## Properties
ΔE to the lowest compared entry with this formula, charge and spin   0.456 eV
2S+1   4
E_tot   -121356.663 eV
Charge   -1
Maximum force   3.38 eV Å⁻¹

=====

4.
Computed, not measured: a 3-piece molecular cluster, C17H43B2NO12P2S overall in a non-equilibrium geometry, with ωB97M-V/def2-TZVPD.

The geometry in XYZ format:
```
78
C17H43B2NO12P2S | the OMol25 dataset | ωB97M-V/def2-TZVPD
C 2.06854 -4.63916 4.36503
N 1.01684 -3.62653 4.10921
C -0.22814 -4.26760 3.68008
B 1.41238 -2.51793 3.31564
O 0.86401 -2.25169 2.05082
C 2.50732 -1.44750 3.78155
C 3.66640 -1.44572 2.73556
B 4.19700 -2.91010 2.41509
O 3.70776 -3.64124 1.36180
O 5.11330 -3.52234 3.25762
O 3.15080 -1.68878 5.04879
C 2.36753 -1.69686 6.12836
O 1.25302 -1.25482 6.18594
P 3.18423 -2.48760 7.58908
O 3.21539 -3.96583 7.54569
P 1.78922 0.26576 3.73203
S 2.84801 1.57754 4.69407
H 2.51834 -5.00518 3.43576
H 1.61582 -5.49040 4.87953
H 2.84766 -4.24425 5.01864
H -1.02723 -3.52687 3.58989
H -0.53187 -5.00090 4.43152
H -0.13481 -4.77475 2.70989
H 0.06077 -1.71348 2.07413
H 4.49181 -0.88624 3.19599
H 3.35748 -0.88686 1.84756
H 3.35027 -3.08236 0.66236
H 6.01837 -3.43937 2.93488
H 2.44318 -1.91765 8.63222
H 4.43347 -1.84636 7.64641
H 0.48288 0.13454 4.21791
H 1.66709 0.52235 2.36088
C -5.11167 3.17982 -0.99981
O -3.92886 3.25533 -0.23960
C -3.98620 2.44408 0.91908
C -2.60489 2.22652 1.49360
O -1.85404 1.22416 0.82162
C -1.31646 1.58606 -0.44338
C -0.11551 2.49840 -0.36572
O -0.51668 3.83987 -0.16061
C 0.56191 4.65973 0.22857
H -5.98391 3.50075 -0.41803
H -4.99530 3.84405 -1.85407
H -5.28522 2.15958 -1.36290
H -4.43296 1.47082 0.67754
H -4.61268 2.93822 1.67517
H -2.72810 1.85281 2.51219
H -2.05565 3.16893 1.54227
H -2.08162 2.02007 -1.08987
H -0.99043 0.64606 -0.89291
H 0.44586 2.43747 -1.30933
H 0.54115 2.17934 0.45587
H 0.99378 4.32335 1.17850
H 0.17716 5.66959 0.35320
H 1.35013 4.67063 -0.53407
C -1.41695 3.42451 -4.05181
O -1.53597 2.10757 -4.54058
C -2.71989 1.92212 -5.29239
C -2.64044 0.65453 -6.11151
O -1.89029 0.78729 -7.30730
C -0.47840 0.79799 -7.17545
C 0.12600 -0.56594 -6.93219
O 0.00696 -0.93391 -5.57024
C 0.27443 -2.30125 -5.36802
H -2.26084 3.68255 -3.40079
H -0.49884 3.47297 -3.46934
H -1.35644 4.14952 -4.87177
H -2.88039 2.77658 -5.96240
H -3.57694 1.85026 -4.60639
H -3.65314 0.41039 -6.43852
H -2.27102 -0.17214 -5.49991
H -0.15503 1.50143 -6.40475
H -0.10833 1.15375 -8.13897
H 1.19027 -0.53944 -7.20724
H -0.38085 -1.30340 -7.56809
H -0.43714 -2.93036 -5.91570
H 0.17481 -2.50131 -4.30301
H 1.29179 -2.56116 -5.68491
```

## Properties
E_tot   -75152.896 eV
Structure (SMILES)   CN(C)B(O)[C@](CB(O)O)(OC(=O)[PH2]=O)[PH2]=S.COCCOCCOC.COCCOCCOC
Maximum force   1.16 eV Å⁻¹